Below is a structure of composition C38H42BrCsFNO2Sb2Se2, with properties calculated with the ωB97M-V functional and the def2-TZVPD basis.

Geometry as XYZ:
```
90
Properties=species:S:1:pos:R:3:lowdin_charge:R:1
Cs 0.00 -0.77 -1.11 0.82
O 2.32 -3.29 -7.18 -0.10
C 2.05 -1.95 -6.74 -0.24
C 1.33 -1.88 -5.39 -0.60
C -0.02 -2.59 -5.50 -0.26
O 0.11 -4.02 -5.55 -0.14
C 2.24 -2.54 -4.33 -0.57
Se 1.39 -3.18 -2.64 0.19
C 1.08 -0.41 -5.04 -0.63
Se 0.01 0.73 -6.29 0.26
H 1.60 -3.83 -6.82 0.05
H 1.45 -1.42 -7.48 0.07
H 3.02 -1.44 -6.68 0.12
H -0.54 -2.27 -6.40 0.10
H -0.63 -2.33 -4.63 0.09
H 0.40 -4.26 -4.65 -0.01
H 3.02 -1.82 -4.07 0.05
H 2.73 -3.40 -4.78 0.04
H 2.05 0.08 -4.89 0.04
H 0.55 -0.39 -4.09 -0.02
C -3.71 1.18 -0.20 -0.38
C -3.85 1.59 1.27 -0.37
C -2.59 1.48 2.12 -0.39
Sb -1.11 2.97 1.66 1.47
C -1.94 4.42 3.13 -0.38
C -1.25 5.62 3.29 -0.17
C -1.73 6.64 4.11 -0.11
C -2.94 6.49 4.76 -0.12
C -3.66 5.32 4.60 -0.11
C -3.16 4.30 3.79 -0.13
C 0.46 2.40 3.03 -0.34
C 0.53 2.87 4.34 -0.14
C 1.62 2.58 5.16 -0.12
C 2.66 1.81 4.68 -0.12
C 2.60 1.31 3.38 -0.10
C 1.52 1.61 2.56 -0.13
Sb -2.54 2.45 -1.53 1.44
C -3.74 1.99 -3.26 -0.38
C -3.03 1.72 -4.43 -0.16
C -3.70 1.36 -5.60 -0.10
C -5.08 1.28 -5.62 -0.11
C -5.80 1.54 -4.45 -0.12
C -5.13 1.87 -3.29 -0.15
C -3.62 4.24 -0.94 -0.39
C -4.98 4.27 -0.65 -0.14
C -5.61 5.44 -0.24 -0.10
C -4.87 6.61 -0.10 -0.11
C -3.51 6.60 -0.37 -0.10
C -2.90 5.42 -0.78 -0.16
H -4.69 1.10 -0.65 0.03
H -3.25 0.18 -0.26 0.04
H -4.63 0.96 1.72 0.10
H -4.25 2.61 1.31 0.07
H -2.08 0.53 1.95 0.04
H -2.84 1.56 3.18 0.04
H -0.31 5.77 2.78 0.09
H -1.16 7.56 4.22 0.09
H -3.33 7.28 5.39 0.09
H -4.62 5.19 5.09 0.09
H -3.76 3.39 3.68 0.08
H -0.27 3.49 4.73 0.08
H 1.64 2.96 6.17 0.09
H 3.51 1.58 5.31 0.09
H 3.41 0.70 3.00 0.10
H 1.46 1.22 1.56 0.07
H -1.95 1.73 -4.46 0.01
H -3.11 1.11 -6.48 0.07
H -5.60 1.00 -6.53 0.09
H -6.88 1.46 -4.46 0.09
H -5.72 2.04 -2.39 0.07
H -5.58 3.37 -0.74 0.08
H -6.67 5.44 -0.02 0.09
H -5.35 7.53 0.23 0.09
H -2.92 7.50 -0.25 0.10
H -1.83 5.42 -0.96 0.08
C -0.66 -0.18 6.80 -0.05
C -0.09 -0.88 5.61 -0.26
C 1.18 -1.44 5.60 -0.04
C 1.69 -2.00 4.45 -0.12
C 0.89 -1.96 3.31 -0.76
Br 1.58 -2.58 1.67 0.74
N -0.33 -1.47 3.29 0.07
C -0.80 -0.94 4.42 -0.09
H -0.06 -0.36 7.69 0.07
H -1.68 -0.51 7.01 0.08
H -0.70 0.90 6.64 0.07
H 1.78 -1.42 6.51 0.11
H 2.68 -2.42 4.40 0.10
H -1.80 -0.53 4.36 0.11
F -0.33 1.03 0.31 -1.04
```

Results
energy above the lowest of the compared OMol25 structures with the same formula, charge and spin	34.9	kcal/mol
highest occupied orbital energy	-0.9	eV
net charge	-2
gap between HOMO and LUMO	4.298	eV
energy	-262748.844	eV



Below is a structure of composition C38H42ClP2S2Sb2Zn, with properties calculated with the ωB97M-V functional and the def2-TZVPD basis.

Geometry as XYZ:
```
88
Properties=species:S:1:pos:R:3:lowdin_charge:R:1
Zn -1.10 0.29 2.08 0.52
S -2.48 2.92 2.63 0.18
P -1.30 3.01 1.02 0.34
C -0.31 1.63 0.87 -0.69
P 1.34 1.39 1.04 0.35
S 1.70 -0.39 1.89 0.20
C 2.18 2.69 2.03 -0.32
C 3.00 3.67 1.49 -0.08
C 3.57 4.64 2.30 -0.10
C 3.32 4.64 3.66 -0.10
C 2.49 3.67 4.21 -0.09
C 1.92 2.70 3.40 -0.10
C 2.26 1.49 -0.55 -0.36
C 3.58 1.05 -0.64 -0.11
C 4.25 1.13 -1.85 -0.09
C 3.61 1.64 -2.98 -0.10
C 2.29 2.07 -2.89 -0.08
C 1.62 1.99 -1.67 -0.10
C -2.35 3.17 -0.47 -0.35
C -3.16 4.29 -0.63 -0.10
C -3.97 4.41 -1.76 -0.09
C -3.97 3.40 -2.72 -0.10
C -3.17 2.28 -2.55 -0.09
C -2.35 2.17 -1.43 -0.09
C -0.36 4.58 0.96 -0.33
C -0.13 5.31 2.12 -0.10
C 0.62 6.47 2.08 -0.09
C 1.15 6.92 0.87 -0.10
C 0.92 6.19 -0.29 -0.09
C 0.17 5.03 -0.24 -0.09
H 3.19 3.68 0.42 0.10
H 4.20 5.40 1.86 0.10
H 3.77 5.40 4.30 0.10
H 2.29 3.67 5.28 0.10
H 1.28 1.94 3.83 0.09
H 4.06 0.64 0.23 0.10
H 5.27 0.79 -1.93 0.10
H 4.13 1.70 -3.92 0.09
H 1.78 2.46 -3.76 0.10
H 0.58 2.29 -1.59 0.08
H -3.17 5.07 0.12 0.11
H -4.60 5.28 -1.88 0.10
H -4.60 3.49 -3.59 0.09
H -3.17 1.49 -3.29 0.10
H -1.72 1.31 -1.28 0.07
H -0.56 4.96 3.05 0.07
H 0.80 7.03 2.99 0.10
H 1.74 7.83 0.84 0.10
H 1.33 6.53 -1.23 0.10
H -0.02 4.47 -1.16 0.10
C 2.64 -2.68 -1.04 -0.34
Sb 0.55 -2.85 -0.53 1.24
C -0.07 -1.22 -1.78 -0.33
C 0.13 -4.35 -2.09 -0.35
C 0.19 -5.73 -1.52 -0.31
C 1.44 -6.32 -1.30 -0.07
C 1.56 -7.55 -0.67 -0.10
C 0.43 -8.22 -0.26 -0.11
C -0.82 -7.66 -0.49 -0.07
C -0.97 -6.42 -1.12 -0.30
C -2.34 -5.88 -1.35 -0.35
Sb -2.84 -4.12 -0.14 1.24
C -2.01 -4.92 1.67 -0.33
C -4.85 -4.76 0.32 -0.36
H 2.76 -2.64 -2.13 0.00
H 3.19 -3.53 -0.65 -0.01
H 3.02 -1.77 -0.59 -0.04
H 0.38 -1.32 -2.77 0.01
H 0.23 -0.28 -1.33 -0.04
H -1.16 -1.24 -1.87 -0.01
H 0.89 -4.20 -2.87 0.06
H -0.84 -4.11 -2.52 0.03
H 2.33 -5.78 -1.61 0.10
H 2.55 -7.98 -0.51 0.09
H 0.50 -9.18 0.24 0.09
H -1.71 -8.19 -0.18 0.11
H -3.09 -6.65 -1.15 0.05
H -2.47 -5.56 -2.39 0.05
H -2.64 -5.73 2.05 0.01
H -1.95 -4.13 2.42 -0.02
H -1.01 -5.30 1.47 -0.01
H -4.90 -5.84 0.39 -0.01
H -5.56 -4.40 -0.42 -0.01
H -5.12 -4.32 1.29 -0.01
Cl -3.70 -1.37 1.98 0.33
C -2.23 -1.03 3.01 -0.68
H -1.79 -2.00 3.22 -0.04
H -2.64 -0.62 3.94 -0.03
```

Results
energy above the lowest of the compared OMol25 structures with the same formula, charge and spin	0.0	kcal/mol
highest occupied orbital energy	-4.7	eV
net charge	-1
gap between HOMO and LUMO	7.224	eV
energy	-154354.360	eV



Below is a structure of composition C38H42CoN7OSTe, with properties calculated with the ωB97M-V functional and the def2-TZVPD basis.

Geometry as XYZ:
```
91
Properties=species:S:1:pos:R:3:lowdin_charge:R:1
Co -9.29 -21.70 -8.28 0.27
N -13.21 -22.59 -9.96 0.06
C -11.88 -22.41 -9.62 -0.82
S -11.47 -22.39 -7.91 0.69
N -11.08 -22.23 -10.63 0.04
N -9.77 -21.91 -10.18 -0.02
C -8.81 -21.95 -11.02 -0.16
C -8.90 -22.22 -12.49 -0.20
C -8.44 -23.38 -13.06 -0.03
C -8.19 -23.44 -14.45 -0.08
C -8.67 -22.43 -15.25 -0.10
C -9.32 -21.33 -14.70 -0.07
C -9.47 -21.31 -13.33 -0.05
C -7.45 -21.75 -10.44 -0.17
C -6.27 -21.72 -11.18 0.00
C -5.11 -21.61 -10.52 -0.06
C -5.11 -21.48 -9.15 -0.01
C -6.33 -21.36 -8.47 -0.05
N -7.47 -21.62 -9.11 0.07
H -13.90 -22.69 -9.24 0.07
H -13.43 -22.71 -10.94 0.10
H -8.13 -24.17 -12.47 0.10
H -7.90 -24.43 -14.85 0.11
H -8.60 -22.48 -16.36 0.11
H -9.79 -20.67 -15.39 0.10
H -10.01 -20.52 -12.76 0.11
H -6.34 -21.73 -12.23 0.11
H -4.16 -21.57 -11.09 0.13
H -4.21 -21.27 -8.60 0.10
H -6.36 -21.15 -7.42 0.05
N -9.88 -19.61 -8.02 -0.03
C -10.15 -18.72 -9.16 -0.23
C -8.89 -18.29 -9.92 -0.26
N -8.85 -18.57 -11.39 0.02
H -10.71 -19.69 -7.45 0.07
H -9.15 -19.25 -7.42 0.04
H -10.64 -17.77 -8.85 0.11
H -10.83 -19.34 -9.80 0.11
H -7.99 -18.77 -9.53 0.09
H -8.68 -17.24 -9.70 0.10
H -7.92 -18.42 -11.70 0.05
H -9.49 -17.87 -11.78 0.09
C -6.52 -13.78 -2.33 -0.06
C -6.49 -15.15 -2.91 -0.28
C -5.65 -16.19 -2.56 0.00
C -5.67 -17.46 -3.19 -0.30
C -4.78 -18.52 -2.61 -0.07
C -6.56 -17.69 -4.23 -0.43
Te -6.84 -19.69 -4.96 1.50
N -8.92 -21.98 -6.47 0.07
C -7.91 -22.76 -6.20 -0.62
O -6.83 -22.34 -5.73 -0.18
C -8.02 -24.24 -6.45 -0.17
C -6.85 -24.84 -6.80 -0.05
C -6.85 -26.13 -7.14 -0.09
C -8.04 -26.83 -7.17 -0.10
C -9.18 -26.27 -6.69 -0.08
C -9.19 -24.93 -6.34 -0.04
C -4.79 -20.10 -5.56 -0.42
C -4.16 -21.20 -4.94 -0.16
C -2.89 -21.59 -5.24 -0.09
C -2.21 -20.93 -6.27 -0.07
C -2.82 -19.81 -6.89 -0.07
C -4.10 -19.42 -6.57 -0.34
C -4.69 -18.31 -7.38 -0.06
C -7.37 -16.62 -4.64 -0.31
C -8.21 -16.77 -5.87 -0.10
C -7.34 -15.41 -3.97 -0.04
H -7.54 -13.49 -1.99 0.09
H -6.19 -13.00 -3.03 0.08
H -5.80 -13.63 -1.50 0.08
H -4.93 -16.05 -1.82 0.09
H -4.07 -17.97 -2.04 0.07
H -4.32 -19.14 -3.35 0.03
H -5.43 -19.13 -1.97 0.10
H -5.89 -24.34 -6.71 0.13
H -5.98 -26.72 -7.44 0.11
H -8.02 -27.87 -7.49 0.10
H -10.14 -26.83 -6.72 0.11
H -10.12 -24.41 -6.08 0.10
H -4.69 -21.73 -4.13 0.11
H -2.46 -22.42 -4.65 0.12
H -1.20 -21.13 -6.55 0.09
H -2.32 -19.38 -7.76 0.11
H -5.72 -18.15 -7.27 0.01
H -4.53 -18.57 -8.43 0.08
H -4.19 -17.33 -7.30 0.10
H -9.16 -17.28 -5.67 0.08
H -7.69 -17.32 -6.70 0.04
H -8.44 -15.80 -6.23 0.06
H -8.02 -14.61 -4.28 0.12
```

Results
energy above the lowest of the compared OMol25 structures with the same formula, charge and spin	32.1	kcal/mol
spin multiplicity	3
highest occupied orbital energy (spin up / spin down)	-7.4 / -7.4	eV
⟨S²⟩	2.05
gap between HOMO and LUMO (spin up / spin down)	6.979 / 6.796	eV
energy	-108319.751	eV



Below is a structure of composition C38H42CrN3O4PS3Te2, with properties calculated with the ωB97M-V functional and the def2-TZVPD basis.

Geometry as XYZ:
```
94
Properties=species:S:1:pos:R:3:lowdin_charge:R:1
Cr 0.31 0.36 -0.72 0.20
C 3.51 -1.81 0.22 -0.37
Te 2.99 0.24 -0.13 1.46
C 4.28 -0.05 -1.79 -0.37
C 5.31 -1.03 -1.29 -0.29
C 6.61 -1.07 -1.79 -0.04
C 7.53 -1.98 -1.28 -0.09
C 7.15 -2.86 -0.27 -0.09
C 5.85 -2.82 0.23 -0.04
C 4.93 -1.91 -0.28 -0.29
H 2.84 -2.43 -0.37 0.05
H 3.41 -2.11 1.27 0.04
H 4.69 0.91 -2.09 0.06
H 3.71 -0.46 -2.63 0.07
H 6.91 -0.37 -2.56 0.11
H 8.54 -2.00 -1.66 0.10
H 7.86 -3.56 0.14 0.10
H 5.56 -3.49 1.03 0.11
Te 0.36 1.37 2.40 1.50
C -1.14 0.83 3.78 -0.48
C -1.15 -0.42 4.39 -0.14
C -2.19 -0.76 5.24 -0.08
C -3.23 0.14 5.47 -0.09
C -3.22 1.38 4.85 -0.08
C -2.17 1.73 4.01 -0.14
C 1.95 0.55 3.52 -0.53
C 2.77 1.38 4.28 -0.13
C 3.83 0.84 5.00 -0.08
C 4.07 -0.53 4.97 -0.08
C 3.26 -1.36 4.22 -0.08
C 2.20 -0.82 3.49 -0.17
H -0.34 -1.12 4.23 0.08
H -2.20 -1.73 5.73 0.10
H -4.05 -0.13 6.12 0.10
H -4.02 2.08 5.03 0.10
H -2.16 2.70 3.53 0.09
H 2.59 2.44 4.30 0.09
H 4.48 1.49 5.57 0.10
H 4.90 -0.94 5.54 0.10
H 3.45 -2.43 4.18 0.11
H 1.58 -1.48 2.89 0.07
C -3.08 -0.43 -5.53 -0.06
C -3.69 -1.22 -4.38 -0.45
C -2.87 -2.45 -4.03 -0.09
O -3.92 -0.33 -3.27 -0.32
P -3.03 -0.05 -1.96 -0.09
S -2.95 -1.50 -0.66 0.37
S -1.24 0.59 -2.66 0.39
O -3.84 1.15 -1.32 -0.31
C -4.52 2.28 -1.92 -0.44
C -5.91 1.87 -2.38 -0.05
C -3.70 2.94 -3.01 -0.07
H -2.98 -1.08 -6.40 0.08
H -2.10 -0.06 -5.25 0.04
H -3.71 0.41 -5.79 0.08
H -4.69 -1.54 -4.66 0.14
H -1.84 -2.18 -3.80 0.04
H -2.88 -3.13 -4.88 0.09
H -3.28 -2.97 -3.16 0.05
H -4.61 2.97 -1.08 0.14
H -5.85 1.24 -3.27 0.07
H -6.49 2.76 -2.62 0.08
H -6.41 1.32 -1.59 0.09
H -3.62 2.30 -3.89 0.07
H -2.69 3.16 -2.67 0.05
H -4.19 3.87 -3.31 0.09
C -1.87 5.11 -0.07 -0.01
N -0.71 4.40 -0.61 -0.05
C 0.23 5.07 -1.34 -0.05
C 1.36 4.49 -1.76 0.02
C 1.59 3.09 -1.45 -0.52
O 2.64 2.52 -1.75 -0.10
N 0.57 2.41 -0.82 -0.03
C -0.55 3.04 -0.34 -0.61
O -1.37 2.43 0.34 -0.11
H -1.54 5.86 0.65 0.09
H -2.50 4.38 0.43 0.08
H -2.42 5.58 -0.87 0.09
H 0.00 6.11 -1.54 0.13
H 2.09 5.02 -2.35 0.11
S 0.27 -3.99 -1.98 1.10
C 0.42 -2.29 -1.94 -0.50
N 0.19 -1.71 -0.81 -0.13
C -0.16 -2.66 0.17 -0.37
C -0.53 -2.38 1.48 -0.07
C -0.88 -3.44 2.30 -0.06
C -0.86 -4.76 1.82 -0.07
C -0.50 -5.04 0.52 -0.08
C -0.15 -3.97 -0.30 -0.46
H 0.68 -1.74 -2.83 0.08
H -0.60 -1.36 1.82 0.05
H -1.20 -3.24 3.31 0.10
H -1.15 -5.57 2.48 0.11
H -0.51 -6.06 0.15 0.11
```

Results
energy above the lowest of the compared OMol25 structures with the same formula, charge and spin	0.0	kcal/mol
spin multiplicity	5
highest occupied orbital energy (spin up / spin down)	-7.3 / -7.5	eV
⟨S²⟩	6.02
gap between HOMO and LUMO (spin up / spin down)	7.596 / 7.702	eV
energy	-137555.700	eV



Question: Which of these has the highest energy?
Answer: C38H42CoN7OSTe